[1]
A structure of composition C41H57F2N9O6P2W in a non-equilibrium geometry. Source: the OMol25 dataset; level of theory: ωB97M-V with the def2-TZVPD basis set.

Element x y z (Å)
W  0.16  0.50  0.11
C  -1.59  -3.31  5.33
C  -1.09  -1.87  5.23
C  -1.36  -1.27  3.90
C  -2.46  -0.55  3.50
C  -3.66  -0.20  4.30
C  -4.82  -1.18  4.09
C  -2.24  -0.21  2.12
N  -1.00  -0.64  1.69
C  -0.49  -1.35  2.76
C  0.67  -2.10  2.72
C  1.57  -2.18  1.67
C  2.81  -2.92  1.75
C  3.20  -3.81  2.88
C  2.42  -5.13  2.84
C  3.51  -2.63  0.61
C  2.68  -1.75  -0.16
C  2.97  -1.32  -1.45
C  2.01  -0.81  -2.30
N  0.72  -0.51  -1.90
C  0.02  -0.33  -3.08
C  -1.33  -0.06  -3.17
C  -2.22  0.12  -2.13
N  -1.88  0.12  -0.79
C  -3.06  0.35  -0.12
C  -3.20  0.31  1.26
C  -4.16  0.49  -1.04
C  -3.64  0.32  -2.30
C  -4.36  0.27  -3.60
C  -4.61  -1.17  -4.05
C  -5.58  0.70  -0.65
C  -6.28  -0.62  -0.34
C  0.88  -0.47  -4.22
C  2.13  -0.75  -3.74
C  3.37  -1.05  -4.51
C  3.41  -2.52  -4.91
C  0.45  -0.36  -5.64
C  -0.29  -1.61  -6.12
N  1.49  -1.47  0.49
C  4.86  -3.12  0.23
C  4.84  -4.56  -0.28
H  -1.32  -3.73  6.29
H  -1.16  -3.93  4.54
H  -2.68  -3.34  5.24
H  -0.01  -1.85  5.43
H  -1.57  -1.27  6.01
H  -3.98  0.81  4.04
H  -3.39  -0.20  5.36
H  -5.12  -1.21  3.04
H  -5.68  -0.86  4.68
H  -4.54  -2.18  4.40
H  0.91  -2.68  3.61
H  3.01  -3.31  3.83
H  4.26  -4.02  2.81
H  1.35  -4.96  2.93
H  2.75  -5.77  3.65
H  2.60  -5.65  1.90
H  3.94  -1.55  -1.85
H  -1.75  0.01  -4.17
H  -4.16  0.57  1.68
H  -3.79  0.79  -4.37
H  -5.32  0.78  -3.49
H  -3.68  -1.71  -4.15
H  -5.13  -1.17  -5.00
H  -5.23  -1.70  -3.33
H  -6.10  1.20  -1.47
H  -5.63  1.36  0.22
H  -6.31  -1.25  -1.23
H  -7.30  -0.43  -0.02
H  -5.77  -1.16  0.44
H  4.25  -0.81  -3.92
H  3.39  -0.43  -5.41
H  3.35  -3.16  -4.04
H  4.33  -2.74  -5.45
H  2.57  -2.76  -5.56
H  1.32  -0.20  -6.28
H  -0.21  0.51  -5.75
H  0.37  -2.48  -6.08
H  -0.62  -1.48  -7.15
H  -1.16  -1.82  -5.50
H  5.51  -3.07  1.11
H  5.30  -2.47  -0.53
H  4.50  -5.24  0.49
H  5.84  -4.86  -0.58
H  4.18  -4.66  -1.14
N  0.51  4.26  3.42
C  -0.27  4.33  2.15
C  -1.09  5.60  2.10
P  0.89  4.24  0.68
O  2.09  5.04  1.44
O  0.35  5.00  -0.46
O  1.37  2.84  0.39
P  -1.29  2.77  2.15
O  -2.82  3.18  1.98
O  -1.00  2.10  3.44
O  -0.95  1.99  0.88
H  1.51  4.22  3.18
H  0.21  3.36  3.88
H  0.34  5.05  4.04
H  -0.44  6.47  2.12
H  -1.79  5.66  2.93
H  -1.65  5.63  1.17
H  2.79  5.31  0.86
H  -3.28  3.23  2.81
F  1.63  1.95  2.61
C  1.60  0.75  1.90
F  2.69  0.87  0.96
H  2.02  0.04  2.65
N  1.92  4.61  -4.98
C  1.39  4.46  -3.77
N  1.20  5.50  -2.97
N  1.08  3.22  -3.42
C  0.63  2.67  -2.39
N  0.25  1.92  -1.57
H  2.20  5.51  -5.34
H  2.08  3.80  -5.55
H  1.43  6.43  -3.27
H  0.83  5.36  -2.02

## Properties
LUMO level (spin up / spin down) = -7.17 / -7.18 eV
energy above the lowest of the compared OMol25 structures with the same formula, charge and spin = 2.820 eV
frontier orbital gap (spin up / spin down) = 4.561 / 4.552 eV
net charge = +2
highest occupied orbital energy (spin up / spin down) = -11.7316 / -11.7337 eV
maximum force = 2.7 eV Å⁻¹

=====

[2]
A structure of composition C41H57FInN12O7. Source: the OMol25 dataset; level of theory: ωB97M-V with the def2-TZVPD basis set.

Element x y z (Å)
In  -0.67  1.14  -0.35
N  0.54  2.88  0.71
C  -0.33  4.01  1.06
C  0.33  5.39  0.90
C  1.09  5.63  -0.41
C  0.31  5.41  -1.71
N  -1.06  5.92  -1.70
C  -1.42  7.19  -1.49
N  -2.64  7.45  -1.04
N  -0.56  8.18  -1.74
C  -1.63  3.95  0.24
O  -2.52  4.75  0.50
O  -1.66  3.11  -0.74
H  1.22  2.68  1.44
H  1.07  3.06  -0.14
H  -0.63  3.91  2.10
H  1.02  5.55  1.72
H  -0.46  6.14  1.02
H  1.98  4.99  -0.45
H  1.48  6.65  -0.37
H  0.22  4.35  -1.93
H  0.86  5.84  -2.55
H  -1.79  5.24  -1.58
H  -3.10  6.73  -0.50
H  -2.95  8.40  -0.91
H  0.28  8.00  -2.27
H  -0.83  9.14  -1.62
O  -5.04  -4.48  -1.11
C  -4.01  -4.59  -0.16
C  -3.17  -3.35  -0.24
C  -2.24  -3.06  0.76
C  -1.49  -1.90  0.65
N  -1.61  -1.06  -0.38
C  -2.49  -1.34  -1.35
C  -3.28  -2.48  -1.30
C  -2.55  -0.37  -2.47
C  -3.32  -0.56  -3.60
C  -3.27  0.37  -4.63
C  -4.10  0.22  -5.88
O  -3.34  0.45  -7.05
C  -2.40  1.45  -4.51
C  -1.67  1.59  -3.35
N  -1.76  0.71  -2.34
H  -5.62  -5.25  -1.06
H  -3.38  -5.46  -0.35
H  -4.40  -4.68  0.86
H  -2.11  -3.71  1.62
H  -0.77  -1.62  1.40
H  -4.01  -2.70  -2.07
H  -3.97  -1.42  -3.69
H  -4.87  0.99  -5.87
H  -4.60  -0.75  -5.89
H  -2.82  -0.33  -7.27
H  -2.30  2.16  -5.32
H  -0.99  2.41  -3.20
C  4.91  -3.85  -2.77
C  5.27  -2.53  -2.11
N  4.13  -1.94  -1.38
C  3.37  -1.03  -1.99
C  2.32  -0.36  -1.43
C  1.65  0.67  -2.31
O  1.86  0.63  -3.51
O  0.92  1.55  -1.69
C  1.95  -0.65  -0.08
O  1.02  -0.09  0.56
C  2.76  -1.68  0.58
C  2.48  -2.07  1.89
C  3.23  -3.01  2.53
F  2.91  -3.30  3.81
C  4.32  -3.66  1.90
C  4.57  -3.29  0.59
C  3.84  -2.30  -0.07
N  5.13  -4.65  2.50
C  6.58  -4.55  2.32
C  7.16  -5.96  2.11
N  6.27  -6.95  2.81
C  5.78  -6.37  4.11
C  4.80  -5.24  3.80
H  5.79  -4.26  -3.27
H  4.13  -3.71  -3.52
H  4.56  -4.58  -2.04
H  5.57  -1.80  -2.86
H  6.10  -2.63  -1.42
H  3.63  -0.79  -3.02
H  1.69  -1.57  2.43
H  5.36  -3.80  0.05
H  7.05  -4.08  3.20
H  6.84  -3.94  1.46
H  8.15  -6.05  2.53
H  7.19  -6.24  1.06
H  6.75  -7.83  2.95
H  5.45  -7.14  2.22
H  6.66  -6.03  4.65
H  5.30  -7.15  4.70
H  4.84  -4.52  4.62
H  3.79  -5.64  3.75
C  -5.90  2.33  1.24
C  -5.31  1.65  0.03
N  -3.86  1.49  0.20
C  -3.28  1.32  1.44
N  -1.96  1.16  1.48
C  -1.34  0.95  2.79
C  -2.06  1.71  3.88
C  -3.50  1.25  3.88
N  -4.07  1.33  2.53
C  -5.53  1.49  2.45
H  -6.99  2.40  1.16
H  -5.49  3.33  1.35
H  -5.47  2.23  -0.88
H  -5.76  0.67  -0.11
H  -3.31  2.12  -0.37
H  -0.29  1.22  2.73
H  -1.37  -0.12  3.05
H  -2.03  2.78  3.67
H  -1.61  1.54  4.86
H  -4.10  1.90  4.52
H  -3.59  0.23  4.27
H  -5.86  1.96  3.37
H  -6.01  0.51  2.39

## Properties
LUMO level = -6.19 eV
frontier orbital gap = 8.405 eV
net charge = +3
highest occupied orbital energy = -14.5967 eV
maximum force = 0.5 eV Å⁻¹

=====

Number 2 is which compound? C41H57FInN12O7